1.
{
  "formula": "C31H69BrClF10NO13PS2",
  "method": "ωB97M-V/def2-TZVPD",
  "symbols": ["C", "C", "C", "C", "C", "C", "C", "C", "C", "C", "O", "N", "C", "C", "O", "F", "C", "C", "C", "C", "C", "F", "F", "C", "F", "F", "S", "F", "F", "F", "F", "F", "C", "Cl", "P", "O", "Br", "O", "C", "S", "O", "C", "C", "O", "C", "C", "H", "H", "H", "H", "H", "H", "H", "H", "H", "H", "H", "H", "H", "H", "H", "H", "H", "H", "H", "H", "H", "H", "H", "H", "H", "H", "H", "H", "H", "H", "H", "H", "H", "H", "H", "H", "H", "H", "H", "H", "H", "C", "O", "H", "H", "H", "H", "C", "O", "H", "H", "H", "H", "C", "O", "H", "H", "H", "H", "C", "O", "H", "H", "H", "H", "C", "O", "H", "H", "H", "H", "C", "O", "H", "H", "H", "H", "C", "O", "H", "H", "H", "H"],
  "coordinates": [[-1.80623, -4.77714, -4.32122], [-1.50881, -3.47995, -5.13140], [-1.56721, -2.19079, -4.23425], [-0.25048, -1.37356, -4.42379], [0.00978, -0.42278, -3.20244], [1.44929, 0.13296, -3.07382], [2.52509, -0.67819, -2.30264], [2.92949, -1.99405, -3.04309], [3.79499, -1.95795, -4.32408], [3.24473, -1.22614, -5.58293], [3.96768, -3.34285, -4.70929], [2.12764, -1.08106, -0.89834], [1.19915, -2.24105, -0.77811], [1.87748, -3.54808, -0.30464], [1.48513, -4.54940, -0.67410], [2.90096, -3.51155, 0.57641], [1.85236, 0.07328, 0.05317], [2.00963, -0.57418, 1.48838], [0.37831, 0.60027, -0.00716], [-0.23827, 1.14772, 1.30823], [-1.29328, 0.21107, 1.97399], [-1.22936, -1.07453, 1.53111], [-2.49387, 0.67478, 1.54797], [-1.15282, 0.27480, 3.51832], [-1.49708, 1.51290, 3.87072], [0.10645, 0.15438, 3.93224], [-2.17413, -0.94138, 4.53936], [-1.15988, -0.71052, 5.77320], [-1.31929, -2.20989, 4.11611], [-3.30209, -1.16763, 3.42127], [-3.03358, 0.30146, 5.11196], [-3.01770, -1.88736, 5.50229], [2.95153, 1.18197, -0.04332], [2.29980, 2.84713, 0.40168], [4.41948, 0.94701, 1.22961], [5.71857, 1.73461, 0.57896], [3.96169, 2.12730, 3.09667], [3.53895, 1.40743, -1.30111], [3.75879, 0.32444, -2.17714], [5.35232, -0.57317, -1.69229], [4.05520, 0.84186, -3.42507], [4.45464, 2.20603, -3.52909], [5.87007, 2.54865, -2.96161], [6.34932, 3.64949, -3.71444], [7.73403, 3.55063, -4.03571], [8.66967, 4.31261, -3.06345], [-2.67552, -4.66437, -3.65225], [-1.97849, -5.64313, -4.98378], [-0.89128, -5.02698, -3.74709], [-0.50234, -3.59593, -5.57433], [-2.22755, -3.43900, -5.96579], [-1.72030, -2.49001, -3.17859], [-2.43653, -1.61322, -4.59279], [0.57699, -2.07554, -4.60894], [-0.38549, -0.76566, -5.33850], [-0.44316, -0.92676, -2.33564], [-0.64584, 0.44664, -3.40910], [1.38903, 1.12572, -2.57853], [1.77143, 0.38910, -4.09418], [2.06453, -2.63662, -3.29259], [3.50344, -2.59507, -2.30261], [4.83122, -1.61566, -4.19463], [2.16787, -1.01215, -5.59460], [3.76879, -0.25657, -5.68510], [3.52402, -1.81331, -6.46912], [3.09243, -3.75633, -4.77881], [3.01739, -1.45321, -0.51816], [0.38207, -2.09641, -0.04836], [0.66846, -2.53097, -1.69151], [1.13958, -1.21150, 1.73602], [2.87448, -1.25469, 1.55803], [2.04345, 0.16912, 2.29464], [0.36872, 1.43818, -0.72686], [-0.34400, -0.11603, -0.42627], [0.48976, 1.54154, 2.03401], [-0.79313, 2.06150, 1.02805], [5.40344, 2.63340, 0.34981], [5.00186, -1.73734, -1.07950], [3.69760, 2.95990, -3.24300], [4.58347, 2.39348, -4.61283], [6.47925, 1.63524, -3.09015], [5.83076, 2.86077, -1.90393], [7.85386, 4.02423, -5.02849], [8.10557, 2.51582, -4.14578], [8.73935, 5.38199, -3.32469], [8.40760, 4.18134, -2.00177], [9.69355, 3.91584, -3.21085], [-4.43266, 2.77226, 3.12254], [-4.87535, 3.64482, 4.15435], [-4.94588, 3.03684, 2.20040], [-3.35559, 2.88115, 2.97933], [-4.66904, 1.73636, 3.38227], [-4.41080, 3.39521, 4.96155], [-7.74421, 6.08934, 5.40140], [-7.48283, 4.81721, 5.98037], [-8.24906, 6.70692, 6.14112], [-6.80666, 6.57055, 5.11063], [-8.38860, 5.97957, 4.52516], [-7.03493, 4.28531, 5.31098], [-4.75777, -3.43799, 1.46976], [-6.06236, -3.58393, 0.92835], [-4.07533, -3.14500, 0.67256], [-4.76212, -2.66574, 2.24092], [-4.42685, -4.38878, 1.89656], [-6.64272, -3.84275, 1.65466], [4.62168, -0.90728, 5.36813], [3.28820, -1.05325, 4.87975], [5.27152, -0.64895, 4.53464], [4.65811, -0.10976, 6.11344], [4.96330, -1.84430, 5.81282], [2.73191, -1.28062, 5.63297], [-4.59132, 1.41210, 7.90571], [-4.37042, 0.12818, 8.47503], [-5.12863, 2.02336, 8.62659], [-3.63335, 1.88772, 7.67335], [-5.19115, 1.31912, 6.99501], [-3.89457, -0.39863, 7.82390], [-6.58536, -1.21830, 3.94516], [-7.50778, -2.28310, 3.75354], [-5.76168, -1.57614, 4.55998], [-6.19478, -0.88729, 2.97780], [-7.08049, -0.38642, 4.45246], [-8.22495, -1.94320, 3.20686], [-3.97747, 0.92862, -5.82451], [-4.04995, -0.13454, -4.87687], [-3.00374, 0.89180, -6.30927], [-4.75817, 0.81368, -6.57891], [-4.09176, 1.89082, -5.31984], [-4.91689, -0.08771, -4.45858]],
  "forces_ev_per_a": [[0.613, 0.105, -0.307], [-0.385, -0.598, 0.471], [0.437, -0.548, -1.218], [-0.704, 0.152, 0.573], [-0.617, -0.171, -1.240], [-0.963, 0.610, 0.839], [0.069, 0.506, -2.411], [0.587, -0.104, 0.670], [-0.150, -0.692, -1.648], [0.428, 0.850, 0.246], [-0.216, 0.096, 0.714], [0.867, 0.565, 0.113], [-0.426, -1.101, 0.902], [0.728, 2.850, 0.509], [-1.527, -3.853, -1.332], [0.025, 1.106, -0.140], [-1.118, -0.304, 2.858], [-0.388, -0.770, -0.224], [-0.014, 0.858, -0.899], [0.135, 0.450, -0.020], [0.639, 0.756, -1.132], [0.339, -0.063, 0.279], [-0.204, -0.288, 0.717], [-0.222, 0.529, 0.088], [-0.297, 0.264, -0.224], [0.424, -0.782, -0.690], [-1.324, -0.023, 2.820], [-0.254, -0.044, -0.584], [-0.283, 0.633, -0.769], [1.300, 0.106, 0.111], [-0.031, -0.638, -0.354], [0.165, 0.118, -0.441], [0.641, 1.805, 0.312], [-0.281, -0.626, -0.762], [1.810, -1.718, 0.447], [-2.264, 0.697, 0.197], [-0.047, -0.057, -0.624], [-0.838, -0.685, -0.265], [0.595, -1.034, 0.239], [0.205, -0.098, 0.456], [-0.608, -0.099, 0.794], [0.986, 1.692, -1.108], [-0.903, 0.034, 0.095], [0.290, -0.957, -0.019], [1.003, 0.986, -0.354], [0.342, -0.211, -0.389], [0.395, -0.041, -0.233], [-0.036, 0.414, 0.219], [-0.619, 0.067, 0.118], [-0.428, 0.123, 0.051], [0.289, 0.272, 0.283], [0.088, 0.207, -0.392], [0.419, -0.050, 0.673], [-0.222, 0.286, 0.171], [0.386, -0.254, 0.324], [0.489, 0.367, 0.001], [0.299, -0.306, 0.402], [0.023, -0.470, -0.180], [0.328, -0.448, 0.538], [0.085, 0.687, 0.175], [-0.121, 0.140, -0.542], [-0.563, -0.043, 0.478], [0.315, -0.337, 0.004], [-0.387, -0.364, 0.047], [-0.195, 0.085, 0.382], [0.308, 0.094, -0.148], [-0.147, 0.154, -0.110], [0.568, 0.493, -0.189], [0.611, 0.454, 0.020], [0.279, 0.400, -0.269], [-0.152, 0.556, 0.074], [0.290, -0.177, -0.394], [-0.082, -0.402, 0.312], [0.596, -0.041, 0.137], [-0.148, -0.534, -0.304], [0.033, -0.539, 0.150], [0.705, -0.060, -0.057], [-0.242, 0.458, -0.190], [0.116, -0.749, 0.380], [-0.147, -0.499, 0.425], [0.043, 0.465, 0.138], [0.031, -0.478, -0.227], [-0.159, -0.283, 0.384], [-0.609, 0.158, 0.189], [-0.333, -0.392, 0.329], [-0.001, 0.061, -0.414], [-0.448, 0.133, 0.169], [0.012, 0.014, 0.319], [-0.085, 0.010, 0.038], [-0.038, 0.056, 0.073], [-0.027, -0.082, -0.154], [0.074, -0.069, -0.187], [-0.112, 0.116, -0.033], [0.163, -0.276, -0.110], [0.019, -0.088, -0.012], [0.013, -0.076, 0.026], [-0.085, 0.149, -0.050], [-0.021, 0.187, -0.015], [0.030, 0.065, 0.101], [-0.423, -0.151, 0.177], [0.045, 0.028, -0.094], [-0.102, -0.016, -0.065], [0.191, -0.052, 0.038], [0.227, 0.094, 0.055], [0.015, 0.120, -0.073], [-0.243, -0.066, 0.197], [-0.088, 0.004, -0.155], [-0.101, -0.003, -0.037], [0.192, -0.008, -0.005], [0.143, 0.064, 0.011], [0.025, 0.019, -0.128], [0.161, -0.310, -0.136], [0.019, 0.011, -0.014], [0.008, -0.079, 0.016], [-0.076, 0.179, -0.040], [-0.038, 0.204, -0.014], [-0.068, -0.002, 0.133], [-0.317, 0.043, -0.184], [0.081, -0.136, -0.094], [-0.090, -0.089, 0.017], [0.116, 0.149, 0.083], [0.194, 0.106, 0.017], [0.027, -0.110, 0.101], [-0.262, -0.058, 0.174], [-0.020, 0.105, 0.029], [-0.010, -0.071, 0.045], [0.082, 0.127, -0.096], [0.038, 0.082, -0.148], [0.111, -0.101, -0.028]],
  "spin_multiplicity": 1,
  "energy_ha": -7425.53827,
  "fmax_ev_per_a": 4.35,
  "total_charge": 1,
  "orbital_gap_ha": 0.3081
}

***

2.
{
  "formula": "C17H15ClN3O4Ti",
  "method": "ωB97M-V/def2-TZVPD",
  "symbols": ["Ti", "C", "C", "C", "C", "C", "C", "N", "C", "C", "C", "C", "C", "N", "C", "C", "C", "C", "C", "C", "N", "H", "H", "H", "H", "H", "H", "H", "H", "H", "H", "H", "H", "H", "H", "H", "O", "Cl", "O", "O", "O"],
  "coordinates": [[-0.82736, -0.01068, 0.00180], [-2.32258, 0.87356, -2.97465], [-0.88327, 0.53334, -3.19136], [-0.33287, 0.62689, -4.47190], [0.99550, 0.34004, -4.68074], [1.76878, -0.07123, -3.60065], [1.16539, -0.17958, -2.36819], [-0.13270, 0.13372, -2.15392], [1.92772, -0.60432, -1.16745], [3.15088, -1.25335, -1.20598], [3.76102, -1.58419, -0.00681], [3.15509, -1.25404, 1.19462], [1.93163, -0.60516, 1.16061], [1.34351, -0.30438, -0.00230], [1.17351, -0.18126, 2.36436], [1.78152, -0.07283, 3.59447], [1.01229, 0.33843, 4.67754], [-0.31688, 0.62495, 4.47374], [-0.87218, 0.53130, 3.19524], [-2.31228, 0.87189, 2.98405], [-0.12552, 0.13197, 2.15505], [-2.72585, 1.38226, -3.84651], [-2.44995, 1.50029, -2.09528], [-2.90553, -0.03660, -2.81554], [-0.97055, 0.93548, -5.28768], [1.43486, 0.43987, -5.66387], [2.81874, -0.28824, -3.72427], [3.60888, -1.51712, -2.14694], [4.71292, -2.09771, -0.00859], [3.61621, -1.51846, 2.13386], [2.83200, -0.28957, 3.71405], [1.45551, 0.43904, 5.65885], [-0.95172, 0.93278, 5.29201], [-2.71168, 1.38143, 3.85719], [-2.89608, -0.03830, 2.82816], [-2.44306, 1.49776, 2.10458], [-4.92829, -0.30791, 1.25338], [-4.30313, -0.73209, 0.00297], [-4.93859, -0.30210, -1.24022], [-1.55947, -1.63494, 0.00289], [-1.73642, 1.36907, 0.00338]],
  "forces_ev_per_a": [[0.750, 2.816, -0.001], [0.020, -0.102, 0.006], [-0.144, 0.073, -0.017], [-0.003, 0.008, -0.004], [0.021, -0.019, 0.062], [-0.077, -0.026, -0.071], [0.088, -0.014, 0.084], [0.116, -0.145, 0.282], [-0.038, 0.093, -0.071], [-0.001, 0.004, 0.009], [0.018, 0.052, 0.000], [-0.005, 0.003, -0.010], [-0.036, 0.092, 0.073], [-0.213, -0.039, 0.001], [0.086, -0.012, -0.086], [-0.077, -0.026, 0.073], [0.022, -0.017, -0.064], [-0.007, 0.005, 0.004], [-0.146, 0.077, 0.020], [0.022, -0.105, -0.005], [0.120, -0.145, -0.288], [-0.012, -0.025, -0.007], [0.013, 0.028, -0.024], [0.002, 0.008, -0.001], [0.016, 0.038, 0.003], [-0.003, -0.019, -0.005], [0.003, 0.000, 0.000], [0.004, -0.001, 0.002], [-0.014, -0.026, 0.000], [0.005, -0.001, -0.002], [0.003, 0.000, 0.000], [-0.003, -0.021, 0.005], [0.016, 0.040, -0.003], [-0.012, -0.024, 0.006], [0.001, 0.008, 0.000], [0.014, 0.028, 0.024], [-0.055, 0.052, 0.027], [-0.068, -0.165, 0.001], [-0.056, 0.052, -0.027], [-0.984, -0.889, 0.000], [0.614, -1.655, -0.001]],
  "e_above_lowest_kcal_mol": 0.00,
  "spin_multiplicity": 3,
  "energy_ha": -2431.40739,
  "fmax_ev_per_a": 2.91,
  "total_charge": 1,
  "orbital_gap_ha": [0.2956, 0.2426]
}